{"formula": "CH16O6", "method": "wB97M-V/def2-TZVPD", "elements": ["C", "H", "H", "H", "H", "H", "H", "O", "H", "H", "O", "H", "H", "O", "H", "H", "O", "H", "H", "O", "H", "H", "O"], "coordinates": [[2.61809, -3.49795, 2.26766], [2.38156, -3.34908, 1.22161], [2.88127, -4.55114, 2.38499], [1.75329, -3.41635, 2.92657], [3.43442, -2.90591, 2.66300], [-0.75880, 1.03390, -0.85488], [-1.17541, 2.29399, -1.54550], [-1.53073, 1.42148, -1.30733], [-1.85494, -2.36785, 1.04360], [-0.45529, -2.09728, 0.67688], [-1.28854, -1.62520, 0.80164], [-1.24107, -0.82103, -4.15748], [-1.16306, 0.32078, -3.11248], [-0.65852, -0.15748, -3.78246], [1.07518, 3.22506, -2.25172], [0.47016, 4.50915, -1.76300], [0.23486, 3.58977, -1.93065], [-3.68785, 2.46527, 5.01087], [-3.77370, 1.11751, 5.81512], [-3.19125, 1.72248, 5.35489], [2.50032, 0.56340, -2.77047], [1.59735, 1.28456, -3.81032], [1.83265, 1.24191, -2.88053]], "forces_ev_per_a": [[-0.2, -1.2, 0.7], [0.0, 0.4, 0.0], [0.3, 0.0, -0.2], [-0.1, 0.5, -0.3], [0.0, 0.3, -0.3], [-0.6, 0.0, -0.1], [-0.1, 0.0, 0.0], [0.7, -0.1, 0.0], [-0.3, 0.3, 0.0], [0.2, 0.4, -0.1], [0.2, -0.7, 0.0], [-0.2, 0.1, 0.1], [-0.1, 0.1, 0.3], [0.3, -0.1, -0.3], [-0.3, -0.5, 0.1], [-0.3, 0.0, 0.1], [0.7, 0.4, -0.2], [-0.4, -0.1, 0.1], [-0.3, 0.2, -0.1], [0.7, -0.1, 0.0], [0.0, -0.1, -0.2], [-0.1, -0.4, -0.1], [0.0, 0.6, 0.4]], "lowdin_charge": [-0.0495, 0.0090, 0.0133, 0.0155, 0.0146, 0.0487, 0.0019, -0.0744, 0.0346, 0.0251, -0.0554, 0.0299, 0.0013, -0.0704, 0.0248, 0.0512, -0.0551, 0.0284, 0.0272, -0.0556, 0.0435, 0.0401, -0.0488], "orbital_gap_ev": 11.32, "e_above_lowest_kcal_mol": 24.1, "lumo_ev": 0.6, "smiles": "C.O.O.O.O.O.O", "charge": 0, "homo_energy_ev": -10.743}